Record 1
H2N2O4P | wB97M-V/def2-TZVPD

Each line ends with the natural charge from an NBO analysis.
Geometry (Å):
N1 0.359 -0.396 -1.430  -1.179
P1 -0.270 -0.691 0.086  2.197
O1 0.876 -1.775 0.945  -1.117
O2 -1.714 -0.838 0.014  -1.127
N2 -0.083 0.896 1.118  0.305
O3 0.337 1.886 0.530  -0.477
O4 -0.499 0.894 2.227  -0.383
H1 -0.285 0.128 -2.003  0.388
H2 1.279 -0.104 -1.486  0.392

The value obtained for the molecular weight is 125.000 g mol⁻¹. The frontier orbital gap is 9.010 eV. Its total charge is -1. Its SMILES is N[P@](=O)([O-])[N+](=O)[O-].



Record 2
H2N2O4S | wB97M-V/def2-TZVPD

Each line ends with the natural charge from an NBO analysis.
Geometry (Å):
N1 -0.734 0.864 -0.236  -1.073
N2 0.873 0.948 1.632  0.289
O1 2.152 -0.031 1.192  -0.596
O2 0.395 0.532 2.596  -0.091
O3 1.665 1.384 -0.793  -0.883
O4 0.323 3.093 0.183  -0.889
S1 0.510 1.729 -0.077  2.364
H1 2.201 0.393 0.197  0.483
H2 -1.494 1.522 -0.319  0.395

The value obtained for the molecular weight is 126.093 g mol⁻¹. The frontier orbital gap is 8.441 eV.



Record 3
H2N2O4S | wB97M-V/def2-TZVPD

Each line ends with the natural charge from an NBO analysis.
Geometry (Å):
N1 1.353 0.353 0.292  -1.020
S1 -0.184 0.828 -0.005  2.283
O1 -0.879 1.257 1.212  -0.867
O2 -0.358 1.434 -1.268  -0.834
N2 -0.871 -0.874 -0.245  0.273
O3 -2.003 -0.901 -0.465  -0.181
O4 0.174 -1.876 -0.599  -0.506
H1 1.398 0.330 1.266  0.406
H2 1.370 -0.550 -0.188  0.446

The value obtained for the molecular weight is 126.093 g mol⁻¹. The frontier orbital gap is 9.742 eV. Its SMILES is NS(=O)(=O)[N+](=O)[O-].



Record 4
H2N2O4S | wB97M-V/def2-TZVPD

Each line ends with the natural charge from an NBO analysis.
Geometry (Å):
N1 0.811 0.198 0.930  -1.051
S1 0.034 0.692 -0.498  2.257
O1 -0.512 1.993 -0.354  -0.853
O2 0.713 0.433 -1.728  -0.870
N2 -1.084 -0.752 -0.228  0.332
O3 -2.100 -0.577 0.347  -0.266
O4 -0.485 -1.812 -0.515  -0.377
H1 1.008 -0.813 0.755  0.411
H2 1.616 0.639 1.293  0.417

The value obtained for the molecular weight is 126.093 g mol⁻¹. The frontier orbital gap is 10.735 eV. Its SMILES is NS(=O)(=O)[N+](=O)[O-].



Record 5
H2N2O4S | wB97M-V/def2-TZVPD

Each line ends with the natural charge from an NBO analysis.
Geometry (Å):
N1 3.235 0.198 0.143  0.727
N2 -0.018 -0.386 0.193  -1.010
O1 2.192 1.002 0.023  -0.506
O2 2.990 -1.002 0.193  -0.453
O3 -0.492 -2.885 0.012  -0.834
O4 4.360 0.676 0.148  -0.349
S1 0.497 -1.845 -0.043  1.535
H1 1.327 0.432 0.093  0.496
H2 -0.978 -0.371 0.258  0.394

The value obtained for the molecular weight is 126.093 g mol⁻¹. The frontier orbital gap is 9.627 eV.



Record 6
H2N2O5S | wB97M-V/def2-TZVPD

Each line ends with the natural charge from an NBO analysis.
Geometry (Å):
N1 2.349 -0.368 -0.588  -0.506
N2 0.153 -0.281 0.416  0.719
O1 0.248 0.854 0.117  -0.317
O2 -0.511 -0.980 1.101  -0.338
O3 -3.036 1.499 0.823  -0.830
O4 -2.425 -0.132 -0.774  -0.858
O5 1.318 -1.096 0.000  -0.258
S1 -2.941 0.099 0.541  1.672
H1 2.672 0.498 -0.077  0.360
H2 2.173 -0.093 -1.559  0.355

The value obtained for the molecular weight is 142.092 g mol⁻¹. The frontier orbital gap is 9.799 eV.



Record 7
H2N2O5Si | wB97M-V/def2-TZVPD

Each line ends with the natural charge from an NBO analysis.
Geometry (Å):
N1 -1.095 -0.817 -1.175  0.801
N2 1.320 0.164 0.040  0.256
O1 -0.992 -1.958 -1.207  -0.172
O2 -1.554 0.068 -1.801  -0.207
O3 2.449 0.131 0.354  -0.330
O4 0.955 -0.116 -1.116  -0.444
O5 -1.170 -0.388 0.615  -1.008
Si1 -0.020 0.560 1.212  1.509
H1 0.310 0.452 2.519  -0.194
H2 -0.203 1.905 0.560  -0.210

The value obtained for the molecular weight is 138.111 g mol⁻¹. The frontier orbital gap is 9.262 eV.



Record 8
H2N2OS | wB97M-V/def2-TZVPD

Each line ends with the natural charge from an NBO analysis.
Geometry (Å):
N1 -1.371 -1.752 -0.112  0.006
N2 -1.439 -0.662 0.059  -0.131
S1 -1.656 0.843 0.105  0.123
O1 1.158 0.485 -0.220  -0.947
H1 1.520 -0.210 0.274  0.467
H2 1.788 1.295 -0.106  0.481

The value obtained for the molecular weight is 78.096 g mol⁻¹. The frontier orbital gap is 9.998 eV. Its SMILES is N#[N+][S-].O.



Record 9
H2N3 | wB97M-V/def2-TZVPD

Each line ends with the natural charge from an NBO analysis.
Geometry (Å):
N1 0.625 -0.572 -0.060  -0.058
N2 -1.592 -0.115 0.038  -0.212
N3 -0.444 -0.205 -0.032  0.301
H1 2.401 -0.209 0.558  0.500
H2 -2.330 0.263 -0.533  0.468

The value obtained for the molecular weight is 44.037 g mol⁻¹. The frontier orbital gap (alpha / beta) is 6.800 / 10.186 eV. Its total charge is +1.



Record 10
H2N3O | wB97M-V/def2-TZVPD

Each line ends with the natural charge from an NBO analysis.
Geometry (Å):
N1 1.333 0.609 0.744  -0.385
N2 -1.797 -0.999 -1.106  -0.747
N3 1.280 -0.409 0.130  0.129
O1 0.728 -0.794 -0.876  -0.630
H1 -0.594 -1.289 -1.507  0.371
H2 -1.774 -0.083 -1.502  0.262

The value obtained for the molecular weight is 60.036 g mol⁻¹. The frontier orbital gap (alpha / beta) is 9.191 / 6.056 eV. Its total charge is -1.



Record 11
H2N3O2 | wB97M-V/def2-TZVPD

Each line ends with the natural charge from an NBO analysis.
Geometry (Å):
N1 1.201 0.344 -0.292  -0.715
N2 -0.082 0.840 -0.074  -0.262
N3 -1.029 -0.056 0.102  0.517
O1 -0.804 -1.356 -0.049  -0.660
O2 -2.229 0.346 0.192  -0.571
H1 1.191 -0.729 -0.511  0.368
H2 1.753 0.611 0.632  0.324

The value obtained for the molecular weight is 76.035 g mol⁻¹. The frontier orbital gap is 8.315 eV. Its total charge is -1. Its SMILES is NN=[N+]([O-])[O-].



Record 12
H2N3O2 | wB97M-V/def2-TZVPD

Each line ends with the natural charge from an NBO analysis.
Geometry (Å):
N1 -0.559 -1.621 -0.349  -0.277
N2 -0.170 -1.088 0.663  -0.407
N3 0.186 1.024 -0.924  0.248
O1 0.259 1.825 -1.878  -0.535
O2 0.063 1.515 0.259  -0.634
H1 -0.193 -0.040 0.816  0.391
H2 0.414 -1.614 1.414  0.216

The value obtained for the molecular weight is 76.035 g mol⁻¹. The frontier orbital gap is 7.727 eV. Its total charge is -1.



Record 13
H2N3O2S | wB97M-V/def2-TZVPD

Each line ends with the natural charge from an NBO analysis.
Geometry (Å):
N1 0.350 -1.346 0.801  -0.754
N2 -0.681 0.088 0.061  0.335
N3 0.064 1.059 -0.401  0.036
O1 -1.869 0.058 0.243  -0.447
O2 -0.595 2.101 -0.838  -0.571
S1 1.674 0.931 -0.557  -0.299
H1 1.146 -0.812 0.475  0.362
H2 -0.088 -2.078 0.216  0.339

The value obtained for the molecular weight is 108.102 g mol⁻¹. The frontier orbital gap (alpha / beta) is 7.142 / 7.143 eV. Its total charge is -1.



Record 14
H2N3O2S | wB97M-V/def2-TZVPD

Each line ends with the natural charge from an NBO analysis.
Geometry (Å):
N1 0.467 -0.336 0.167  -0.950
N2 0.146 1.991 0.770  0.183
N3 -0.340 1.574 1.991  0.082
O1 1.245 2.568 0.836  -0.423
O2 0.363 1.638 3.014  -0.395
S1 -1.934 1.218 1.865  -0.072
H1 0.070 -0.961 0.897  0.288
H2 1.374 -0.252 0.546  0.288

The value obtained for the molecular weight is 108.102 g mol⁻¹. The frontier orbital gap (alpha / beta) is 5.803 / 5.801 eV. Its total charge is -1.



Record 15
H2N3O2S | wB97M-V/def2-TZVPD

Each line ends with the natural charge from an NBO analysis.
Geometry (Å):
N1 -1.592 0.010 -0.277  -0.742
N2 0.203 0.713 0.060  0.307
N3 1.154 -0.165 -0.002  0.093
O1 0.277 1.934 -0.080  -0.464
O2 2.321 0.264 0.173  -0.521
S1 0.814 -1.795 -0.027  -0.356
H1 -1.885 -0.032 0.697  0.325
H2 -1.291 -0.930 -0.544  0.358

The value obtained for the molecular weight is 108.102 g mol⁻¹. The frontier orbital gap (alpha / beta) is 7.156 / 7.157 eV. Its total charge is -1.



Record 16
H2N3O3P | wB97M-V/def2-TZVPD

Each line ends with the natural charge from an NBO analysis.
Geometry (Å):
N1 0.031 -2.060 -1.501  0.022
N2 0.409 -0.813 1.158  -1.643
N3 0.533 -3.080 -1.369  -0.095
O1 1.069 1.421 -0.209  -1.071
O2 -1.342 0.461 -0.351  -1.093
O3 -0.610 1.495 1.962  -1.256
P1 -0.111 0.562 0.831  2.216
H1 -0.800 -0.371 -0.532  0.481
H2 0.822 2.385 0.011  0.438

The value obtained for the molecular weight is 123.008 g mol⁻¹. The frontier orbital gap (alpha / beta) is 5.037 / 5.037 eV. Its total charge is -2.



Record 17
H2N3S4 | wB97M-V/def2-TZVPD

Each line ends with the natural charge from an NBO analysis.
Geometry (Å):
N1 -0.990 -1.359 -0.579  -0.994
N2 1.149 1.413 0.203  -0.963
N3 -0.571 0.108 1.553  -0.910
S1 -0.489 -0.176 -1.750  0.437
S2 -1.562 -0.923 0.977  1.069
S3 1.391 0.002 -1.316  0.314
S4 0.653 1.033 1.698  1.192
H1 -1.532 -2.123 -0.963  0.432
H2 1.951 2.025 0.178  0.424

The value obtained for the molecular weight is 172.305 g mol⁻¹. The frontier orbital gap is 6.898 eV. Its total charge is +1.



Record 18
H2N4O7Si2 | wB97M-V/def2-TZVPD

Each line ends with the natural charge from an NBO analysis.
Geometry (Å):
N1 -1.604 0.293 -0.106  -0.164
N2 -0.969 1.381 0.097  -0.020
N3 -0.355 -2.424 0.355  0.209
N4 2.132 1.171 0.917  0.211
O1 -0.467 -3.588 0.003  -0.351
O2 3.277 1.496 0.875  -0.311
O3 -2.880 0.031 0.188  -0.491
O4 -1.472 2.426 0.552  -0.400
O5 0.186 -2.071 1.385  -0.355
O6 1.574 0.902 1.964  -0.351
O7 0.769 -0.359 -0.969  -1.257
Si1 -0.706 -1.070 -0.835  1.789
Si2 0.846 1.142 -0.403  1.711
H1 -1.452 -1.648 -2.013  -0.124
H2 1.119 2.317 -2.010  -0.096

The value obtained for the molecular weight is 226.209 g mol⁻¹. The frontier orbital gap (alpha / beta) is 7.967 / 7.992 eV.



Record 19
H2NO2S | wB97M-V/def2-TZVPD

Each line ends with the natural charge from an NBO analysis.
Geometry (Å):
N1 -0.652 1.120 0.795  -0.479
O1 -0.979 0.475 -0.323  -0.533
O2 0.506 -1.874 -0.466  -1.001
S1 0.515 -0.550 -1.259  0.783
H1 -0.742 0.602 1.756  0.222
H2 1.353 0.227 -0.503  0.008

The value obtained for the molecular weight is 80.088 g mol⁻¹. The frontier orbital gap (alpha / beta) is 6.468 / 6.226 eV. Its total charge is -1.



Record 20
H2NO3S | wB97M-V/def2-TZVPD

Each line ends with the natural charge from an NBO analysis.
Geometry (Å):
N1 -1.965 -0.544 0.164  -0.540
O1 2.743 -0.417 -0.912  -0.939
O2 2.005 1.728 -0.047  -0.954
O3 -0.659 -1.044 0.092  -0.640
S1 1.964 0.249 0.127  1.467
H1 -2.034 0.142 -0.606  0.314
H2 -2.056 -0.114 1.183  0.292

The value obtained for the molecular weight is 96.087 g mol⁻¹. The frontier orbital gap (alpha / beta) is 5.200 / 7.681 eV. Its total charge is -1.